No. 1
{"formula": "C42H34I2N6O3S2Ti", "method": "the ωB97M-V functional and the def2-TZVPD basis", "gap_ev": 4.562, "e_homo_ha": -0.0384, "lumo_energy_ev": 3.5, "total_charge": -2, "energy_ha": -4416.539207, "symbols": ["I", "I", "Ti", "S", "S", "O", "O", "O", "N", "N", "N", "N", "N", "N", "C", "C", "C", "C", "C", "C", "C", "C", "C", "C", "C", "C", "C", "C", "C", "C", "C", "C", "C", "C", "C", "C", "C", "C", "C", "C", "C", "C", "C", "C", "C", "C", "C", "C", "C", "C", "C", "C", "C", "C", "C", "C", "H", "H", "H", "H", "H", "H", "H", "H", "H", "H", "H", "H", "H", "H", "H", "H", "H", "H", "H", "H", "H", "H", "H", "H", "H", "H", "H", "H", "H", "H", "H", "H", "H", "H"], "xyz": [[-1.129, -2.034, 6.321], [4.450, -0.357, 0.478], [0.808, -1.295, 0.542], [0.710, -2.629, -1.628], [-1.666, -0.972, -0.255], [1.530, 0.053, 2.000], [0.164, 1.842, 0.283], [1.357, 0.247, -0.749], [-1.107, 3.338, -1.553], [-0.459, 1.462, 4.237], [-0.304, -2.095, 2.117], [2.172, 1.412, 3.625], [-0.978, -3.030, -4.928], [-3.995, -1.157, -3.131], [-1.761, -1.539, -1.885], [2.098, 0.178, 3.081], [-3.127, 4.624, -1.869], [-1.245, -3.993, 3.949], [4.394, -2.411, 0.028], [5.724, -4.219, -0.847], [-2.362, 3.510, -2.199], [3.499, -4.611, 0.025], [-4.836, 3.898, -3.377], [1.061, 2.291, -1.866], [4.673, -5.073, -0.547], [-2.044, 1.329, -3.445], [-0.905, 3.494, 3.068], [3.287, -3.227, 0.344], [0.058, 3.185, -2.285], [-1.059, -4.379, 2.677], [-0.459, -1.784, 3.389], [5.569, -2.877, -0.553], [-0.736, -2.211, -2.488], [2.435, 2.908, -3.758], [-0.050, 2.480, 3.493], [-4.088, 2.775, -3.714], [0.257, 3.905, -3.468], [-0.880, -2.666, -3.837], [-2.837, 2.565, -3.118], [-2.994, -1.332, -2.583], [-0.274, -3.522, 1.719], [2.720, -0.969, 3.811], [1.390, 2.469, 3.029], [2.027, -2.787, 0.917], [0.837, 1.412, -0.666], [-4.367, 4.819, -2.452], [1.217, -3.900, 1.611], [-2.677, 2.351, 4.183], [-2.238, 3.423, 3.415], [-0.811, -2.689, 4.367], [2.419, -5.570, 0.257], [2.226, 2.160, -2.609], [-1.749, 1.402, 4.569], [1.434, 3.771, -4.186], [-4.647, 1.760, -4.675], [1.356, -5.254, 0.983], [-2.044, 0.539, 5.159], [-3.717, 2.241, 4.459], [1.565, 4.347, -5.096], [1.869, 3.436, 3.189], [-4.965, 5.683, -2.190], [-2.703, 0.478, -3.607], [-5.807, 4.041, -3.839], [-2.721, 5.325, -1.150], [1.356, 2.279, 1.954], [6.365, -2.175, -0.762], [-1.104, 2.828, -0.672], [2.014, -1.341, 4.558], [3.348, 2.794, -4.329], [-0.340, -0.733, 3.641], [-1.490, -5.308, 2.321], [-0.709, -3.579, 0.716], [-2.932, 4.181, 3.073], [-4.874, 0.825, -4.157], [1.565, -3.984, 2.661], [2.519, -6.551, -0.196], [3.647, -0.669, 4.300], [-1.790, -4.626, 4.642], [4.747, -6.132, -0.774], [2.949, 1.422, -2.281], [-5.564, 2.131, -5.136], [2.901, -1.755, 3.075], [0.561, -5.978, 1.136], [-0.530, 4.289, 2.436], [-0.522, 4.574, -3.814], [-1.449, 1.472, -4.353], [-3.936, 1.521, -5.467], [-1.359, 1.063, -2.643], [2.425, 1.467, 4.597], [6.639, -4.584, -1.296]], "atomic_forces_ev_per_a": [[0.0, -0.1, 0.1], [0.0, 0.0, 0.0], [0.1, -0.8, -1.3], [0.0, 0.2, 0.2], [0.0, 0.1, 0.3], [-0.3, 0.2, 0.0], [0.0, 0.0, 0.0], [-0.1, -0.1, 0.7], [-0.1, 0.2, 0.0], [0.0, 0.2, 0.1], [0.2, -0.1, -0.1], [0.2, -0.1, -0.1], [0.0, 0.0, 0.0], [-0.1, -0.3, 0.2], [0.1, 0.0, -0.1], [-0.1, 0.0, 0.1], [0.0, 0.0, 0.0], [0.0, 0.0, 0.0], [0.1, 0.0, 0.0], [-0.1, 0.0, 0.0], [0.0, 0.0, 0.0], [0.0, 0.0, 0.0], [0.0, 0.0, 0.0], [0.0, 0.0, 0.0], [0.0, 0.0, 0.0], [0.0, 0.2, -0.1], [0.0, 0.0, -0.1], [0.0, 0.0, 0.0], [0.0, 0.0, 0.1], [0.0, 0.0, 0.0], [0.0, 0.1, 0.1], [0.0, 0.0, 0.0], [-0.1, 0.1, 0.1], [0.0, 0.0, 0.0], [0.0, 0.0, 0.0], [0.0, 0.0, 0.0], [0.0, 0.0, 0.0], [0.0, 0.0, -0.1], [0.0, 0.0, 0.0], [-0.1, -0.5, 0.2], [0.0, 0.3, 0.3], [0.0, 0.0, -0.1], [0.0, 0.1, 0.0], [-0.1, 0.1, 0.1], [0.0, 0.0, -0.1], [0.0, 0.0, 0.0], [0.0, -0.1, 0.1], [0.0, 0.0, 0.0], [0.0, 0.0, 0.0], [0.0, -0.1, -0.2], [0.0, 0.0, 0.0], [0.0, 0.0, -0.1], [-0.1, 0.0, 0.0], [0.0, 0.0, 0.0], [-0.1, 0.0, 0.0], [0.0, 0.0, 0.0], [0.0, 0.0, 0.0], [0.0, 0.0, 0.0], [0.0, 0.0, 0.0], [0.0, 0.0, 0.1], [0.0, 0.0, 0.0], [0.2, 0.5, -0.2], [0.0, 0.0, 0.0], [0.0, 0.0, 0.0], [0.0, 0.1, 0.0], [0.0, 0.0, 0.0], [0.1, -0.1, -0.1], [0.0, 0.0, 0.0], [0.0, 0.0, 0.0], [0.0, -0.1, 0.0], [0.0, 0.0, 0.0], [0.0, -0.1, 0.0], [0.0, 0.0, 0.0], [0.1, 0.0, -0.1], [0.0, 0.0, 0.0], [0.0, 0.0, 0.0], [0.0, 0.0, 0.0], [0.0, 0.0, 0.0], [0.0, 0.0, 0.0], [0.0, 0.0, 0.0], [0.0, 0.0, 0.0], [0.0, 0.0, 0.0], [0.0, 0.0, 0.0], [0.0, 0.0, 0.0], [0.0, 0.0, 0.0], [0.0, 0.0, 0.0], [0.0, 0.0, 0.0], [0.0, 0.0, 0.0], [0.0, 0.0, 0.0], [0.0, 0.0, 0.0]], "lowdin_charge": [0.759, 1.027, 0.718, 0.725, 0.671, -0.122, -0.023, -0.211, 0.090, 0.118, -0.116, 0.084, 0.117, 0.151, -0.761, -0.536, -0.041, -0.200, -0.601, -0.124, -0.209, -0.175, -0.073, -0.063, -0.070, -0.017, -0.027, -0.264, -0.216, -0.066, -0.275, -0.213, -0.727, -0.107, -0.249, -0.222, -0.033, -0.300, -0.131, -0.300, -0.345, 0.012, -0.112, -0.291, -0.587, -0.110, -0.295, -0.068, -0.072, -0.753, -0.062, -0.021, -0.144, -0.109, -0.055, -0.048, 0.032, 0.096, 0.090, 0.126, 0.087, 0.024, 0.096, 0.101, 0.105, 0.062, 0.114, 0.085, 0.087, 0.068, 0.090, 0.099, 0.101, 0.051, 0.150, 0.099, 0.083, 0.076, 0.098, 0.102, 0.065, 0.065, 0.103, 0.116, 0.110, 0.105, 0.084, 0.074, 0.143, 0.084]}



No. 2
{"formula": "C42H34N3O2PbS3", "method": "the ωB97M-V functional and the def2-TZVPD basis", "gap_ev": 4.129, "e_homo_ha": -0.5379, "lumo_energy_ev": -10.5, "total_charge": 3, "energy_ha": -3322.120426, "de_lowest_ev": 0.301, "symbols": ["Pb", "S", "S", "S", "O", "O", "N", "N", "N", "C", "C", "C", "C", "C", "C", "C", "C", "C", "C", "C", "C", "C", "C", "C", "C", "C", "C", "C", "C", "C", "C", "C", "C", "C", "C", "C", "C", "C", "C", "C", "C", "C", "C", "C", "C", "C", "C", "C", "C", "C", "C", "H", "H", "H", "H", "H", "H", "H", "H", "H", "H", "H", "H", "H", "H", "H", "H", "H", "H", "H", "H", "H", "H", "H", "H", "H", "H", "H", "H", "H", "H", "H", "H", "H", "H"], "xyz": [[0.095, -0.236, -0.266], [0.106, -3.228, 4.867], [-0.492, 7.010, -1.447], [3.535, -0.009, -1.319], [-3.253, 0.025, -0.550], [-5.282, -1.106, -0.645], [0.019, 0.161, 2.058], [2.346, -0.065, -0.189], [-0.275, 2.081, 0.075], [1.883, -1.029, -3.311], [-0.688, 7.352, -3.096], [3.127, 4.024, -3.399], [-3.176, -2.222, 2.290], [-2.213, -4.395, 1.306], [1.529, -2.002, -4.229], [3.515, -3.257, -3.688], [0.095, -0.481, 4.382], [3.300, 1.547, -2.194], [0.096, -1.475, 6.728], [-3.181, -3.083, -2.720], [-0.265, 2.456, 1.378], [-2.802, -3.540, -1.341], [3.047, -1.193, -2.569], [-2.964, -2.923, -0.168], [-0.095, 1.468, 2.398], [-0.720, 5.306, -1.712], [2.345, -3.113, -4.418], [-0.426, 3.806, 1.736], [0.109, -1.555, 5.358], [3.021, 2.666, -1.420], [0.102, -0.761, 3.004], [3.413, 2.900, -4.161], [-0.186, 3.246, 4.082], [-0.608, 4.362, -0.618], [-4.290, -0.513, -0.603], [-2.213, -4.795, -1.063], [0.088, -2.734, 7.365], [0.056, 0.864, 4.731], [-0.378, 4.174, 3.121], [2.935, 3.908, -2.029], [0.088, -3.770, 6.483], [-0.940, 5.062, -3.049], [-0.439, 2.987, -0.872], [-0.928, 6.228, -3.835], [-2.799, -3.119, 1.144], [3.868, -2.295, -2.750], [-0.064, 1.856, 3.751], [-0.602, 4.749, 0.718], [-1.925, -5.227, 0.228], [-1.347, -6.595, 0.455], [3.520, 1.653, -3.561], [-0.416, 2.631, -1.895], [3.078, 4.996, -3.872], [-2.731, -2.580, 3.215], [0.083, -2.873, 8.436], [-2.841, -3.795, -3.466], [-4.266, -3.000, -2.795], [1.295, -0.123, -3.221], [-2.026, -5.424, -1.927], [3.783, 0.789, -4.157], [4.161, -4.108, -3.852], [0.089, -0.546, 7.280], [0.084, -4.828, 6.693], [0.102, 1.162, 5.771], [-2.033, -4.700, 2.331], [0.635, -1.883, -4.828], [4.777, -2.399, -2.170], [-0.610, 8.369, -3.448], [-0.494, 5.219, 3.378], [-0.685, -6.883, -0.359], [-0.801, -6.645, 1.394], [2.892, 2.569, -0.349], [-2.751, -2.104, -2.935], [2.744, 4.787, -1.428], [-0.133, 3.532, 5.124], [-2.856, -1.197, 2.103], [2.077, -3.861, -5.153], [-2.155, -7.328, 0.499], [0.179, -1.789, 2.665], [-1.095, 6.248, -4.902], [2.786, -0.050, 0.727], [-0.732, 5.791, 0.980], [-4.262, -2.221, 2.406], [-1.134, 4.079, -3.457], [3.569, 2.994, -5.227]], "atomic_forces_ev_per_a": [[0.1, -0.1, -0.3], [0.0, 0.3, 0.0], [0.0, -0.4, 0.0], [-0.6, -0.1, -0.3], [-0.3, -0.2, 0.0], [0.3, 0.2, 0.0], [0.1, 0.2, -0.1], [0.3, 0.1, 0.1], [0.0, -0.1, 0.1], [-0.1, 0.0, 0.0], [0.0, -0.1, -0.1], [0.0, 0.0, 0.0], [-0.2, 0.1, 0.0], [0.0, -0.1, -0.4], [-0.1, 0.0, 0.0], [0.0, 0.0, 0.0], [0.0, 0.4, -0.2], [0.0, -0.1, 0.1], [0.0, 0.3, -0.3], [-0.2, 0.1, -0.1], [0.0, 0.4, -0.1], [-0.5, 0.9, -0.6], [0.1, 0.1, 0.2], [1.0, -2.1, 0.4], [0.0, -0.1, 0.4], [0.1, 0.5, -0.3], [0.1, 0.0, 0.0], [0.1, -0.3, 0.0], [0.0, -0.6, 0.2], [0.0, 0.0, 0.1], [0.0, -0.2, 0.1], [0.0, 0.0, 0.0], [0.0, 0.2, 0.0], [0.0, 0.0, 0.4], [-0.1, 0.1, 0.0], [0.0, 0.0, 0.5], [0.0, -0.3, 0.1], [0.0, -0.2, -0.1], [0.0, 0.0, 0.2], [0.0, 0.0, 0.0], [0.0, 0.0, 0.0], [0.0, -0.2, 0.3], [0.0, 0.0, -0.1], [0.0, 0.3, -0.1], [-0.5, 1.1, 0.3], [0.1, 0.0, 0.1], [0.0, 0.0, -0.2], [0.0, -0.1, -0.3], [0.1, -0.1, 0.0], [-0.1, 0.0, 0.0], [0.1, -0.1, 0.0], [0.0, 0.0, 0.0], [0.0, 0.0, 0.0], [0.0, 0.0, 0.0], [0.0, 0.0, 0.0], [0.1, 0.0, 0.0], [0.0, 0.0, 0.0], [0.0, 0.0, 0.0], [0.0, 0.0, -0.1], [0.0, 0.0, 0.0], [0.0, 0.0, 0.0], [0.0, 0.0, 0.0], [0.0, 0.0, 0.0], [-0.1, 0.0, 0.0], [0.0, 0.1, 0.0], [0.0, 0.0, 0.0], [0.0, 0.0, 0.0], [0.0, 0.0, 0.0], [0.0, 0.0, 0.0], [0.0, 0.0, 0.0], [0.0, 0.0, 0.0], [0.0, 0.0, 0.0], [0.0, 0.0, 0.0], [0.0, 0.0, 0.0], [0.0, 0.0, 0.0], [0.0, 0.0, 0.0], [0.0, 0.0, 0.0], [0.0, 0.0, 0.0], [0.0, 0.0, 0.0], [0.0, 0.0, 0.0], [0.0, 0.0, 0.0], [0.0, 0.0, 0.0], [0.0, 0.0, 0.0], [0.0, 0.0, 0.0], [0.0, 0.0, 0.0]], "lowdin_charge": [1.326, 1.032, 1.093, 1.123, 0.133, 0.268, -0.054, -0.497, -0.044, -0.138, -0.372, -0.037, 0.019, 0.057, -0.055, -0.034, -0.177, -0.395, -0.086, 0.021, -0.162, -0.196, -0.425, 0.214, -0.158, -0.488, -0.038, -0.109, -0.474, -0.099, -0.101, -0.036, 0.019, -0.182, -0.407, 0.062, -0.140, 0.099, 0.022, -0.057, -0.372, -0.113, -0.058, -0.154, -0.200, -0.060, -0.108, 0.069, -0.218, -0.006, -0.068, 0.124, 0.123, 0.086, 0.124, 0.101, 0.110, 0.093, 0.155, 0.121, 0.126, 0.123, 0.084, 0.139, 0.145, 0.116, 0.121, 0.087, 0.136, 0.096, 0.093, 0.104, 0.093, 0.119, 0.135, 0.080, 0.122, 0.111, 0.093, 0.117, 0.009, 0.121, 0.115, 0.112, 0.124]}